2 unconnected molecules or ions with the total composition C7H13N3O4 in a non-equilibrium geometry, computed with ωB97M-V/def2-TZVPD.

Geometry (Å):
C 1.48 1.68 -0.02
C 1.33 -0.96 1.58
C -0.35 1.09 -0.78
C 2.94 1.70 0.45
C -1.10 0.22 -2.74
C -0.54 -1.76 0.30
C -1.89 -1.86 0.88
N 0.96 1.27 -1.10
N 0.16 -0.80 1.15
N -0.66 1.54 0.47
O 0.64 1.85 1.04
O -1.48 1.69 1.30
O -2.77 -1.08 0.11
O -1.42 0.75 -1.49
H 1.98 -1.82 1.30
H 1.58 -0.21 2.34
H 3.43 1.93 -0.43
H 3.41 0.79 0.81
H 3.11 2.46 1.21
H -1.11 1.12 -3.46
H -1.79 -0.63 -2.91
H -0.01 -0.13 -2.77
H 0.04 -2.68 0.21
H -0.74 -1.37 -0.68
H -1.75 -1.67 1.96
H -2.32 -2.91 0.76
H -3.10 -0.23 0.53

LUMO level (alpha / beta)   0.93 / -1.16 eV
Multiplicity   3
Expectation value of S²   2.018
Frontier orbital gap (alpha / beta)   6.16 / 8.44 eV
F_max   6.54 eV/A
HOMO level (alpha / beta)   -5.23 / -9.60 eV

Now the Mulliken charges, all in e: 0.550, -0.674, 0.421, -1.236, -0.762, 0.004, -0.659, -0.487, -0.110, 0.902, -0.443, -0.708, -0.509, -0.266, 0.239, 0.438, 0.428, 0.260, 0.320, 0.286, 0.285, 0.356, 0.547, -0.075, 0.280, 0.291, 0.325

***

A gas-phase ion, C7H13N4 (charge +1) in a non-equilibrium geometry, computed with ωB97M-V/def2-TZVPD.

Geometry (Å):
C -3.26 3.29 1.90
C -2.33 2.53 1.37
N -1.44 3.18 0.49
C -0.43 2.51 -0.24
C 0.38 3.02 -1.16
N -0.49 1.14 -0.22
C 0.50 0.34 -0.31
C 0.23 -1.11 -0.22
N 1.20 -1.91 -0.45
C 0.91 -3.36 -0.40
N 2.28 -3.81 -0.82
H -4.05 2.86 2.54
H -3.24 4.40 1.86
H -2.10 1.42 1.60
H -1.56 4.09 0.11
H 0.30 4.08 -1.39
H 0.96 2.35 -1.64
H 1.46 0.67 -0.38
H -0.73 -1.51 -0.09
H 0.15 -3.42 -1.24
H 0.73 -3.93 0.62
H 2.97 -3.39 -0.19
H 2.45 -3.66 -1.88
H 2.55 -4.73 -0.60

SMILES string   C=CNC(=C)/N=C/C=N/C[NH3+]
LUMO level (alpha / beta)   -3.84 / -3.84 eV
Frontier orbital gap (alpha / beta)   6.27 / 6.27 eV
F_max   3.68 eV/A
HOMO level (alpha / beta)   -10.10 / -10.10 eV
Energy relative to the best compared isomer or geometry (same formula, charge and spin)   485.45 kJ/mol
Total charge   +1

Now the Mulliken charges, all in e: -0.712, 0.122, -0.152, 0.566, -1.115, -0.411, -0.402, -0.223, -0.379, -0.500, -0.267, 0.236, 0.242, 0.173, 0.222, 0.258, 0.412, 0.613, 0.515, 0.426, 0.319, 0.363, 0.382, 0.312

***

2 unconnected molecules or ions with the total composition C7H13N4 in a non-equilibrium geometry, computed with ωB97M-V/def2-TZVPD.

Geometry (Å):
C 0.06 0.39 -0.64
C -1.90 -1.45 1.44
C -0.71 -1.55 0.63
C -0.55 -1.41 2.08
C 0.22 -2.49 2.76
C 0.62 3.87 -0.74
C 0.72 -0.44 -2.87
N 0.01 1.55 -0.02
N 0.76 1.83 -2.06
N 0.43 2.43 -0.95
N 0.59 0.60 -1.88
H -2.61 -0.61 1.56
H -2.44 -2.34 1.46
H -0.38 -2.28 -0.05
H -0.38 -0.44 2.34
H -0.62 -3.16 3.23
H 0.84 -2.25 3.57
H 0.77 -3.11 1.90
H 1.68 4.22 -1.05
H 0.09 4.49 -1.40
H 0.47 4.09 0.28
H 1.79 -0.66 -2.97
H 0.10 -1.24 -2.67
H 0.44 -0.02 -3.95

LUMO level   -4.18 eV
Frontier orbital gap   9.62 eV
F_max   5.39 eV/A
HOMO level   -13.81 eV
Energy relative to the best compared isomer or geometry (same formula, charge and spin)   717.46 kJ/mol
Total charge   +1

Now the Mulliken charges, all in e: -0.070, -0.723, -0.203, 0.139, -1.194, -0.623, -0.827, -0.519, -0.911, 0.811, 0.716, 0.256, 0.296, 0.561, 0.512, 0.267, 0.372, 0.269, 0.281, 0.291, 0.323, 0.328, 0.339, 0.308

***

A single C7H13N5O molecule in a non-equilibrium geometry, computed with ωB97M-V/def2-TZVPD.

Geometry (Å):
H 2.45 2.93 2.37
N 1.85 2.22 1.81
N 0.71 2.84 1.81
N -0.32 2.40 1.12
N -1.49 3.21 1.29
C -0.72 1.13 0.68
C -0.33 -0.03 0.10
C -1.43 -1.08 0.00
C -1.34 -1.93 -1.22
C -0.04 -2.68 -1.30
C 1.10 -1.65 -1.50
C 1.03 -0.50 -0.55
N 2.13 0.11 -0.20
O 3.29 -0.07 -0.61
H -1.16 4.06 0.88
H -1.70 3.34 2.27
H -1.80 1.32 0.95
H -1.09 -1.73 0.93
H -2.33 -0.72 0.39
H -2.25 -2.60 -1.29
H -1.29 -1.25 -2.13
H -0.33 -3.45 -2.11
H 0.08 -3.21 -0.39
H 0.85 -1.25 -2.52
H 2.09 -2.16 -1.43
H 2.06 0.74 0.64

SMILES string   [H]/N=N/N(N)/C=C1/CCCC/C1=[NH+]\[O-]
LUMO level (alpha / beta)   0.24 / 0.24 eV
Frontier orbital gap (alpha / beta)   8.02 / 8.02 eV
F_max   4.73 eV/A
HOMO level (alpha / beta)   -7.78 / -7.78 eV
Energy relative to the best compared isomer or geometry (same formula, charge and spin)   585.82 kJ/mol

Now the Mulliken charges, all in e: 0.246, -0.489, -0.472, 0.606, -0.652, -0.311, 0.220, -1.020, -0.697, -0.685, -0.680, 0.286, 0.440, -0.728, 0.285, 0.234, 0.480, 0.246, 0.504, 0.346, 0.308, 0.267, 0.378, 0.254, 0.377, 0.256

***

A single C7H13N5S molecule, computed with ωB97M-V/def2-TZVPD.

Geometry (Å):
C 1.58 -2.61 0.75
C 1.74 -2.04 -0.67
S 3.28 -1.15 -0.99
C 3.09 0.36 0.01
C 1.70 0.90 0.01
N 1.30 1.61 -1.06
N 0.07 2.03 -1.09
C -0.72 1.72 -0.06
C -2.17 2.11 -0.15
N -2.99 1.05 -0.74
C -3.54 0.11 0.23
N -0.32 1.05 1.02
N 0.92 0.63 1.06
H 0.56 -2.48 1.11
H 2.24 -2.10 1.45
H 1.82 -3.67 0.77
H 0.89 -1.42 -0.96
H 1.78 -2.84 -1.41
H 3.41 0.18 1.03
H 3.74 1.09 -0.47
H -2.53 2.30 0.86
H -2.25 3.02 -0.73
H -2.44 0.55 -1.43
H -4.10 0.66 0.99
H -4.25 -0.55 -0.28
H -2.80 -0.51 0.74

SMILES string   CCSCc1nnc(CNC)nn1
LUMO level   -0.78 eV
Frontier orbital gap   8.15 eV
F_max   0.22 eV/A
HOMO level   -8.94 eV
Energy relative to the best compared isomer or geometry (same formula, charge and spin)   278.81 kJ/mol

Now the Mulliken charges, all in e: -0.955, -0.360, -0.129, -0.721, 0.466, -0.290, -0.301, 0.589, -0.642, -0.347, -0.766, -0.409, -0.143, 0.225, 0.300, 0.328, 0.244, 0.381, 0.394, 0.356, 0.369, 0.310, 0.265, 0.280, 0.321, 0.237

***

2 unconnected molecules or ions with the total composition C7H13N5S in a non-equilibrium geometry, computed with ωB97M-V/def2-TZVPD.

Geometry (Å):
C -3.93 0.88 -1.87
C -3.83 -0.46 -1.88
C -2.78 1.72 -2.01
C -2.59 -0.98 -2.24
C -1.52 1.13 -2.30
C 2.75 -1.34 1.73
C 1.30 -0.99 1.59
N -1.55 -0.24 -2.33
N 3.05 0.42 3.63
N 3.55 -0.13 1.65
N 3.72 0.68 2.59
N 1.02 -0.24 0.36
S 1.47 -0.78 -1.17
H -4.71 1.44 -1.27
H -4.70 -1.05 -1.87
H -2.85 2.77 -1.69
H -2.44 -2.07 -2.43
H 3.23 -2.00 0.97
H 2.90 -1.81 2.71
H 0.73 -1.93 1.57
H 1.01 -0.42 2.40
H 3.44 1.16 4.19
H 1.03 0.73 0.46
H 3.87 0.04 0.71
H -0.55 1.50 -2.44
H 0.23 -0.96 -1.53

LUMO level (alpha / beta)   0.68 / -2.62 eV
Multiplicity   3
Expectation value of S²   2.023
Frontier orbital gap (alpha / beta)   5.97 / 6.49 eV
F_max   5.53 eV/A
HOMO level (alpha / beta)   -5.29 / -9.11 eV

Now the Mulliken charges, all in e: -0.352, -0.468, -0.236, -0.206, -0.486, -0.658, -0.765, -0.140, -0.566, 0.287, -0.374, -0.207, -0.135, 0.248, 0.386, 0.327, 0.350, 0.358, 0.400, 0.236, 0.541, 0.277, 0.291, 0.297, 0.512, 0.082

***

A single C7H13NO molecule, computed with ωB97M-V/def2-TZVPD.

Geometry (Å):
C -1.07 0.07 2.05
C -1.29 -0.79 0.83
C -1.35 -0.28 -0.48
O -2.47 -0.47 -1.25
C -0.15 0.27 -0.90
C 0.06 1.48 -1.77
C 0.87 -0.40 -0.14
C 1.97 0.36 0.55
N 1.26 -1.70 -0.48
H -2.02 0.29 2.55
H -0.44 -0.43 2.79
H -0.60 1.02 1.79
H -1.88 -1.68 1.04
H -2.24 -0.37 -2.19
H 0.65 1.25 -2.66
H 0.60 2.26 -1.23
H -0.89 1.90 -2.07
H 1.65 1.37 0.83
H 2.27 -0.15 1.47
H 2.85 0.45 -0.09
H 1.69 -2.22 0.27
H 0.51 -2.24 -0.91

SMILES string   C/C=C(O)\C(C)=C(\C)N
LUMO level   0.82 eV
Frontier orbital gap   7.86 eV
F_max   0.75 eV/A
HOMO level   -7.04 eV
Energy relative to the best compared isomer or geometry (same formula, charge and spin)   293.12 kJ/mol

Now the Mulliken charges, all in e: -1.136, -0.387, 0.693, -0.541, 0.134, -1.399, 0.518, -1.713, -0.461, 0.339, 0.299, 0.243, 0.394, 0.340, 0.323, 0.283, 0.368, 0.346, 0.452, 0.361, 0.248, 0.296

***

A molecular structure, C7H13NO in a non-equilibrium geometry, computed with ωB97M-V/def2-TZVPD.

Geometry (Å):
C 1.74 -0.48 -0.94
C 0.20 0.31 -1.08
C 0.27 1.72 -1.38
C -0.12 1.08 0.10
C 0.37 0.56 1.42
C -0.44 -0.69 1.27
C -0.64 -1.61 -0.11
H 2.70 0.31 -1.13
H 1.67 -0.92 0.40
H 1.53 -1.64 -1.75
H 1.38 2.32 -1.21
H -0.56 2.24 -1.79
H -2.08 1.79 1.54
H 0.38 1.08 2.33
H 1.53 0.35 1.40
H -0.38 -1.24 2.31
H -1.55 -0.18 1.17
H -0.37 -2.90 -0.10
H -1.71 -1.75 0.45
H -1.68 -0.67 -1.54
N -0.63 -0.87 -1.30
O -1.59 1.20 -0.04

LUMO level   -1.71 eV
Frontier orbital gap   6.54 eV
F_max   7.31 eV/A
HOMO level   -8.25 eV
Energy relative to the best compared isomer or geometry (same formula, charge and spin)   1452.16 kJ/mol

Now the Mulliken charges, all in e: -0.775, 0.329, -0.737, 0.802, -1.100, -0.454, -0.420, 0.208, 0.164, 0.295, 0.167, 0.394, 0.298, 0.429, 0.279, 0.177, 0.280, 0.147, 0.275, 0.360, -0.415, -0.705

***

A molecular structure, C7H13NO in a non-equilibrium geometry, computed with ωB97M-V/def2-TZVPD.

Geometry (Å):
C 0.91 -0.87 0.03
C -0.14 -1.70 0.43
C 1.39 -0.89 -1.39
C 1.91 -0.39 1.05
C -1.78 -0.66 0.53
C -1.04 1.25 -0.04
N -1.20 2.04 1.09
C -1.64 1.49 -1.22
O -2.85 -1.09 0.53
H -0.08 0.57 -0.03
H -1.69 2.91 0.95
H -0.38 2.13 1.68
H -0.18 -2.05 1.46
H -0.51 -2.44 -0.27
H 1.48 -0.34 2.05
H 2.78 -1.05 1.09
H 1.66 0.12 -1.73
H 0.62 -1.27 -2.07
H 2.27 -1.52 -1.51
H 2.28 0.61 0.79
H -1.50 0.82 -2.06
H -2.31 2.33 -1.36

LUMO level   0.57 eV
Frontier orbital gap   8.04 eV
F_max   2.33 eV/A
HOMO level   -7.47 eV
Energy relative to the best compared isomer or geometry (same formula, charge and spin)   402.51 kJ/mol

Now the Mulliken charges, all in e: 0.982, -1.025, -1.401, -1.436, 0.289, 0.949, -0.493, -0.869, -0.340, -0.537, 0.200, 0.233, 0.383, 0.395, 0.383, 0.390, 0.302, 0.355, 0.404, 0.299, 0.269, 0.267

***

A single C7H13NO molecule in a non-equilibrium geometry, computed with ωB97M-V/def2-TZVPD.

Geometry (Å):
C -1.47 0.71 0.68
C -1.83 1.03 -0.77
C 0.68 1.05 -0.86
C -0.41 -1.17 -0.75
C -0.65 0.18 -0.40
C -0.69 -2.33 0.23
C 2.28 0.76 1.08
N 1.82 0.44 -0.28
O 1.93 -0.78 -0.66
H -1.30 1.66 1.25
H -2.13 -0.10 1.13
H -2.64 0.67 -1.33
H -1.80 2.18 -1.01
H 0.81 0.95 -1.97
H 0.52 2.07 -0.39
H -0.27 -1.51 -1.77
H 0.31 -2.89 0.61
H -1.38 -3.12 -0.22
H -1.18 -2.06 1.18
H 2.64 -0.23 1.49
H 3.18 1.42 1.02
H 1.58 1.05 1.72

LUMO level (alpha / beta)   0.76 / 0.82 eV
Frontier orbital gap (alpha / beta)   7.88 / 8.62 eV
F_max   5.64 eV/A
HOMO level (alpha / beta)   -7.12 / -7.80 eV
Energy relative to the best compared isomer or geometry (same formula, charge and spin)   622.87 kJ/mol

Now the Mulliken charges, all in e: -0.574, -0.910, -0.954, -0.161, 0.714, -1.115, -0.941, 0.419, -0.569, 0.258, 0.229, 0.306, 0.215, 0.274, 0.498, 0.452, 0.234, 0.296, 0.327, 0.325, 0.274, 0.403